Entry from the Open Molecules 2025 dataset: C27H50N7O3Si4Te2V as an isolated structure (the ωB97M-V functional and the def2-TZVPD basis).

The geometry in XYZ format:
```
94
C27H50N7O3Si4Te2V, DFT the ωB97M-V functional and the def2-TZVPD basis
V -1.402 0.382 -0.443
C -1.477 -2.938 -3.151
C -1.466 -1.496 -2.702
O -1.550 -1.300 -1.422
C -1.331 -0.465 -3.660
C -1.294 -0.725 -5.058
C -1.219 0.288 -5.982
C -1.188 1.624 -5.565
C -1.199 1.918 -4.212
C -1.241 0.910 -3.247
O -1.211 1.233 -1.964
H -1.500 -3.578 -2.271
H -0.575 -3.168 -3.723
H -2.346 -3.153 -3.779
H -1.333 -1.750 -5.403
H -1.186 0.048 -7.038
H -1.147 2.428 -6.289
H -1.164 2.946 -3.873
C 0.855 -5.079 2.518
Si 0.331 -3.935 1.088
C -1.502 -3.544 1.286
C 0.613 -5.013 -0.467
Si 1.769 -2.054 1.126
Te 1.126 -0.066 -0.298
Si 2.278 -1.547 3.393
C 0.765 -1.839 4.503
C 3.645 -2.686 4.079
C 2.898 0.225 3.625
Si 3.817 -2.578 0.067
C 5.024 -1.154 0.419
C 4.619 -4.192 0.683
C 3.692 -2.738 -1.823
H 0.315 -6.028 2.498
H 0.673 -4.619 3.490
H 1.924 -5.299 2.450
H -2.136 -4.427 1.175
H -1.809 -2.809 0.543
H -1.701 -3.118 2.271
H 1.024 -5.983 -0.180
H 1.323 -4.545 -1.151
H -0.311 -5.189 -1.021
H 0.666 -2.887 4.788
H -0.149 -1.562 3.979
H 0.798 -1.250 5.422
H 3.380 -3.738 3.950
H 3.804 -2.515 5.146
H 4.599 -2.521 3.573
H 2.144 0.930 3.282
H 3.809 0.406 3.049
H 3.111 0.452 4.673
H 5.274 -1.107 1.481
H 4.547 -0.209 0.149
H 5.956 -1.236 -0.144
H 4.720 -4.188 1.771
H 5.614 -4.333 0.254
H 4.011 -5.057 0.407
H 3.064 -1.936 -2.216
H 3.243 -3.689 -2.117
H 4.670 -2.669 -2.304
C -4.970 3.580 -3.515
Te -3.802 3.226 -1.730
C -4.428 1.189 -1.584
H -4.591 3.012 -4.363
H -4.914 4.641 -3.751
H -6.011 3.316 -3.341
H -5.512 1.124 -1.648
H -4.111 0.830 -0.604
H -3.979 0.590 -2.375
C 0.641 5.737 -0.891
C -0.203 6.339 0.233
C -1.578 6.753 -0.288
C -0.341 5.376 1.424
N -0.947 4.120 1.048
C -0.373 3.039 0.525
N -1.310 2.147 0.350
N -2.466 2.697 0.767
N -2.254 3.883 1.202
H 0.825 6.488 -1.659
H 0.127 4.898 -1.363
H 1.606 5.385 -0.520
H 0.310 7.227 0.615
H -2.156 5.884 -0.611
H -1.479 7.424 -1.141
H -2.151 7.265 0.487
H -0.982 5.814 2.187
H 0.635 5.159 1.860
H 0.679 2.913 0.338
O -2.001 -0.218 0.952
N -2.621 -0.471 2.087
C -2.244 0.181 3.217
C -1.248 1.168 3.303
N -0.426 1.980 3.362
C -2.928 -0.156 4.403
N -3.462 -0.420 5.392
```

Values from the calculation:
LUMO (alpha / beta) ... 2.0054 / 2.0037 eV
Net charge ... -1
Expectation value of S² ... 3.8508
Multiplicity ... 4
DFT total energy ... -4305.90463 a.u.
Energy relative to the best compared isomer or geometry (same formula, charge and spin) ... 1.821 eV
Gap between HOMO and LUMO (alpha / beta) ... 4.6 / 6.8 eV